Entry 1:
Here is an isolated ion of composition C21H24NOS2 and charge +1 in a non-equilibrium geometry from the Open Molecules 2025 dataset. Energies are from ωB97M-V/def2-TZVPD.

Last column: Löwdin charge in e.
Atoms and positions in Å:
C1 1.1751 -3.9601 0.7613  -0.063
C2 0.3789 -3.3101 1.7063  -0.057
C3 -0.2065 -2.0832 1.3925  -0.027
C4 0.0657 -1.4762 0.1670  -0.224
C5 -0.2592 0.0056 -0.0043  -0.324
C6 -0.7459 0.2921 -1.3721  -0.004
N1 -1.9897 0.5750 -1.7296  -0.001
C7 -2.2628 0.6809 -3.1878  -0.078
C8 -3.5227 1.4738 -3.4866  -0.166
O1 -4.6355 1.0332 -2.6984  -0.126
C9 -4.3897 1.1244 -1.2877  -0.159
C10 -3.1539 0.3177 -0.8343  -0.060
C11 0.6807 -2.2032 -0.8446  -0.092
C12 1.2979 -3.4228 -0.5187  -0.051
H1 1.7161 -4.8689 1.0423  0.116
H2 0.2566 -3.7055 2.7085  0.114
H3 -0.7981 -1.5312 2.1274  0.129
H4 -1.0181 0.3332 0.7149  0.135
H5 -0.0429 0.1796 -2.2001  0.122
H6 -1.4158 1.1684 -3.6657  0.138
H7 -2.3993 -0.3239 -3.6078  0.149
H8 -3.3544 2.5567 -3.3420  0.138
H9 -3.8603 1.2809 -4.5123  0.143
H10 -4.2777 2.1882 -0.9746  0.139
H11 -5.3011 0.6963 -0.8353  0.143
H12 -3.4257 -0.7552 -0.8722  0.156
H13 -2.9132 0.5865 0.2040  0.133
H14 0.7329 -1.8440 -1.8730  0.096
H15 1.9093 -3.9257 -1.2635  0.114
C13 2.0791 -0.4193 4.2982  -0.073
C14 1.2459 0.6730 4.0695  -0.062
C15 0.9985 1.1186 2.7581  -0.058
C16 1.5979 0.4623 1.6738  -0.270
C17 1.0493 0.7314 0.2659  -0.815
S1 2.2680 0.2222 -0.9789  0.998
C18 3.0332 1.8214 -1.1568  -0.472
C19 2.1380 2.9874 -0.7368  -0.481
S2 0.6169 2.4890 0.0537  0.989
C20 2.5408 -0.5365 1.9285  -0.062
C21 2.7361 -1.0127 3.2257  -0.064
H16 2.1497 -0.8409 5.2934  0.108
H17 0.7270 1.1746 4.8926  0.112
H18 0.3500 1.9893 2.5818  0.087
H19 3.9269 1.7822 -0.5202  0.084
H20 3.3270 1.8936 -2.2158  0.084
H21 2.6484 3.6354 -0.0187  0.081
H22 1.8382 3.5791 -1.6110  0.077
H23 3.1150 -0.9588 1.0964  0.091
H24 3.3735 -1.8737 3.3869  0.112

Results
- energy relative to the best compared isomer or geometry (same formula, charge and spin) (kcal per mole) = 0.0
- electronic energy (hartree) = -1740.71696
- net charge = +1
- multiplicity = 1
- LUMO (eV) = -3.9

---

Entry 2:
Here is C21H25AlB2CaCl9F10LiN2O9 as an isolated structure in a non-equilibrium geometry from the Open Molecules 2025 dataset. Energies are from ωB97M-V/def2-TZVPD.

Last column: Löwdin charge in e.
Atoms and positions in Å:
C1 -7.0809 3.3055 2.5766  -0.052
C2 -5.8790 2.6916 3.3201  -0.137
C3 -4.7181 3.6021 3.2207  -0.472
O1 -4.7372 4.7927 3.0669  0.101
O2 -3.5364 2.9268 3.3634  -0.022
C4 -3.1689 2.1988 2.2175  -0.152
C5 -2.9657 0.7390 2.6299  0.039
C6 -3.0379 -0.2908 1.5748  -0.105
C7 -3.7553 -1.4165 1.8494  0.037
C8 -3.8254 -2.4600 0.9360  -0.008
C9 -3.1903 -2.3487 -0.2382  0.043
C10 -2.4439 -1.2104 -0.6039  -0.191
N1 -1.8756 -1.2250 -1.8215  0.213
C11 -1.2214 -0.0745 -2.0126  -0.047
C12 -1.1136 0.9516 -1.0885  -0.226
C13 -0.3610 2.2346 -1.3895  -0.059
C14 -0.4489 2.6986 -2.8411  -0.265
C15 -0.9915 4.1695 -2.9885  0.000
F1 0.9158 2.6641 -3.4010  -0.170
N2 -1.6695 0.9204 0.0890  0.214
C16 -2.3692 -0.1847 0.3275  -0.143
H1 -7.8708 2.5848 2.4278  0.082
H2 -6.7268 3.7054 1.6338  0.077
H3 -7.4295 4.1339 3.1788  0.082
H4 -6.1165 2.5197 4.3652  0.145
H5 -5.6117 1.7307 2.9143  0.095
H6 -3.8278 2.3527 1.3659  0.157
H7 -2.2016 2.5815 1.9091  0.107
H8 -2.0353 0.6418 3.1896  0.187
H9 -3.8630 0.4945 3.4313  -0.048
H10 -4.2562 -1.5021 2.7975  0.126
H11 -4.3640 -3.3641 1.1468  0.131
H12 -3.2371 -3.1656 -0.9366  0.138
H13 -0.7295 0.0695 -2.9609  0.110
H14 -0.8789 2.9771 -0.7886  0.097
H15 0.6677 2.2155 -1.0202  0.143
H16 -1.0948 2.0741 -3.4402  0.143
H17 -0.2131 4.8984 -2.6704  0.019
H18 -1.1778 4.3155 -4.0466  0.104
H19 -1.8959 4.3118 -2.4179  0.111
B1 -0.8603 5.0009 1.9050  -1.386
F2 -1.1238 6.4064 2.0311  -0.062
F3 0.5131 4.8225 1.8516  0.095
F4 -1.3809 4.3781 3.0058  0.152
F5 -1.4585 4.5135 0.7600  0.167
Li1 0.9438 6.0874 3.0700  0.832
C17 4.3022 -4.5383 -2.5686  -0.054
O3 3.6169 -3.6277 -3.4403  0.037
C18 2.3262 -3.5130 -3.2016  -0.624
O4 1.7001 -4.0786 -2.3459  0.119
O5 1.8187 -2.6233 -4.0687  0.006
C19 0.4316 -2.3947 -3.8880  -0.068
H20 5.3476 -4.5399 -2.8624  0.071
H21 4.2255 -4.2058 -1.5361  0.061
H22 3.9052 -5.5472 -2.6782  0.075
H23 0.2259 -1.9944 -2.9001  0.054
H24 -0.1342 -3.3104 -4.0473  0.107
H25 0.1152 -1.6631 -4.6309  0.091
Ca1 1.8502 4.6164 -2.6603  1.791
C20 3.0154 -8.4791 -0.1405  -2.046
Cl1 4.0492 -8.3095 -1.5636  0.535
Cl2 3.9910 -9.0266 1.2241  0.505
Cl3 2.2665 -6.9225 0.2381  0.510
Cl4 1.7510 -9.6645 -0.4772  0.528
B2 3.1679 5.3684 -0.1124  -1.177
F6 3.5483 4.0535 -0.2494  0.175
F7 4.2360 6.2071 -0.1307  0.213
F8 2.2171 5.7028 -1.1977  -0.159
F9 2.4431 5.5171 1.1117  0.080
F10 -4.6313 0.2001 4.0052  -0.023
Al1 -2.4286 7.1055 3.6665  1.170
O6 8.6056 -3.3443 -0.5455  -0.260
Cl5 7.3920 -2.8099 -1.0937  0.651
O7 6.5299 -2.3608 -0.0380  -0.312
O8 6.7196 -3.8465 -1.8446  -0.348
O9 7.7031 -1.7130 -1.9620  -0.264
C21 6.6813 -5.9475 1.6907  -2.019
Cl6 6.0049 -7.2396 2.6840  0.498
Cl7 7.0377 -4.5491 2.7046  0.549
Cl8 8.1611 -6.5086 0.9175  0.565
Cl9 5.5113 -5.4815 0.4523  0.563

Results
- electronic energy (hartree) = -7718.90665
- net charge = +2
- multiplicity = 1
- LUMO (eV) = -10.2

---

Entry 3:
Here is C21H25CaN3O6S4 as an isolated structure in a non-equilibrium geometry from the Open Molecules 2025 dataset. Energies are from ωB97M-V/def2-TZVPD.

Last column: Löwdin charge in e.
Atoms and positions in Å:
Ca1 0.4536 -0.5680 -0.5630  1.258
S1 -0.9864 0.4622 3.2963  0.428
C1 -0.7803 1.9827 2.6338  -1.215
N1 0.0965 2.3872 1.7457  0.002
C2 -0.0454 3.7089 1.4200  -0.339
C3 0.7396 4.4111 0.4999  -0.038
C4 0.4905 5.7520 0.2501  -0.133
C5 -0.5431 6.4246 0.8993  -0.149
C6 -1.3370 5.7486 1.8199  -0.134
C7 -1.0849 4.4105 2.0763  -0.520
S2 -1.8914 3.3115 3.1484  0.899
H1 1.5374 3.8933 -0.0224  0.076
H2 1.1011 6.2821 -0.4726  0.085
H3 -0.7335 7.4697 0.6838  0.079
H4 -2.1461 6.2610 2.3282  0.091
N2 2.2676 1.2121 -0.5751  -0.052
C8 2.4615 2.0402 -1.7502  -0.285
C9 2.4497 1.1783 -3.0093  -0.283
N3 1.2094 0.4412 -3.1121  -0.020
H5 2.1910 1.7300 0.2949  0.061
H6 2.9774 0.4929 -0.4692  0.062
H7 3.3908 2.6268 -1.7325  0.102
H8 1.6257 2.7435 -1.8077  0.091
H9 3.2642 0.4517 -2.9550  0.103
H10 2.6525 1.8347 -3.8704  0.096
H11 1.2670 -0.3889 -3.6815  0.066
H12 0.3909 0.9992 -3.3190  0.047
O1 2.0603 -3.4191 -3.3185  -0.336
S3 1.6669 -2.8258 -2.0562  0.433
O2 2.4607 -1.6712 -1.6496  -0.396
O3 0.2414 -2.5064 -1.9790  -0.413
C10 2.0702 -4.0784 -0.8141  -0.205
C11 2.4745 -5.3028 -1.3310  -0.075
C12 2.9391 -6.3193 -0.5112  -0.097
C13 3.0149 -6.1057 0.8549  -0.093
C14 2.5971 -4.8910 1.3786  -0.070
C15 2.1134 -3.8685 0.5692  -0.190
S4 1.4669 -2.4228 1.4858  0.428
O4 2.2671 -1.2541 1.1442  -0.381
O5 1.5413 -2.8448 2.8610  -0.319
O6 0.1169 -2.2714 0.9395  -0.453
H13 2.4401 -5.4326 -2.4033  0.098
H14 3.2468 -7.2634 -0.9448  0.092
H15 3.3861 -6.8771 1.5188  0.093
H16 2.6160 -4.7137 2.4441  0.099
C16 -2.8710 4.2028 -1.4625  -0.061
C17 -2.5994 3.1123 -2.5135  -0.658
C18 -1.8060 3.7227 -3.6781  -0.078
C19 -3.9329 2.5715 -3.0467  -0.080
C20 -1.8295 2.0261 -1.8876  -0.247
C21 -1.1943 1.1190 -1.3640  -0.127
H17 -3.4557 5.0242 -1.8940  0.073
H18 -1.9327 4.6029 -1.0709  0.066
H19 -3.4207 3.7817 -0.6195  0.086
H20 -2.3584 4.5537 -4.1306  0.068
H21 -1.6163 2.9687 -4.4457  0.073
H22 -0.8444 4.0968 -3.3206  0.074
H23 -4.5034 3.3650 -3.5432  0.068
H24 -4.5277 2.1708 -2.2248  0.079
H25 -3.7544 1.7641 -3.7591  0.075

Results
- energy relative to the best compared isomer or geometry (same formula, charge and spin) (kcal per mole) = 3.7
- electronic energy (hartree) = -3701.51041
- net charge = -2
- multiplicity = 1
- LUMO (eV) = 4.5

---

Entry 4:
Here is C21H25FIrN6O2 as an isolated structure from the Open Molecules 2025 dataset. Energies are from ωB97M-V/def2-TZVPD.

Last column: Löwdin charge in e.
Atoms and positions in Å:
Ir1 0.7767 -0.9624 -1.1896  1.326
O1 1.7688 -2.4431 -0.0480  -0.280
C1 2.4298 -2.1231 1.1237  -0.206
C2 2.6540 -3.1127 2.0734  -0.017
C3 3.3560 -2.8378 3.2365  -0.069
C4 3.8541 -1.5671 3.4592  -0.080
C5 3.6224 -0.5849 2.5169  -0.036
C6 2.9004 -0.8123 1.3382  -0.123
C7 2.7163 0.3745 0.5073  -0.082
N1 1.8807 0.4725 -0.4621  -0.213
N2 1.7344 1.7235 -1.0390  0.083
C8 0.7902 1.6822 -1.9466  -0.458
O2 0.1238 0.6258 -2.2688  -0.186
C9 0.4386 2.9431 -2.6486  -0.148
C10 1.0496 4.1475 -2.3087  -0.032
C11 0.6983 5.3125 -2.9702  -0.082
C12 -0.2624 5.2832 -3.9730  -0.090
C13 -0.8711 4.0841 -4.3146  -0.079
C14 -0.5219 2.9155 -3.6553  -0.022
H1 2.2799 -4.1111 1.9162  0.104
H2 3.5104 -3.6269 3.9600  0.109
H3 4.4116 -1.3390 4.3571  0.106
H4 4.0017 0.4151 2.6871  0.114
H5 3.2688 1.2672 0.7804  0.126
H6 1.7952 4.1548 -1.5261  0.105
H7 1.1744 6.2472 -2.7035  0.101
H8 -0.5350 6.1953 -4.4885  0.100
H9 -1.6172 4.0579 -5.0981  0.102
H10 -0.9822 1.9720 -3.9147  0.115
C15 -1.0312 0.5135 1.0020  -0.169
N3 -1.1181 -0.6541 0.1028  -0.185
C16 -2.3087 -0.4876 -0.7725  -0.165
N4 -3.5257 -0.3615 0.0197  -0.082
C17 -3.3836 0.7921 0.9089  -0.165
N5 -2.2341 0.6558 1.8115  -0.081
C18 -2.4119 -0.5716 2.5926  -0.169
N6 -2.5336 -1.7590 1.7419  -0.081
C19 -1.3304 -1.8639 0.9287  -0.178
C20 -3.6762 -1.5624 0.8416  -0.165
H11 -0.8851 1.4084 0.3941  0.126
H12 -0.1626 0.3845 1.6527  0.125
H13 -2.3553 -1.3554 -1.4293  0.119
H14 -2.1611 0.4069 -1.3754  0.120
H15 -4.2900 0.8951 1.5082  0.125
H16 -3.2556 1.6930 0.3061  0.129
H17 -3.3143 -0.4766 3.1988  0.125
H18 -1.5543 -0.6968 3.2573  0.126
H19 -1.4029 -2.7139 0.2490  0.119
H20 -0.4612 -1.9878 1.5816  0.123
H21 -4.5847 -1.4742 1.4401  0.125
H22 -3.7657 -2.4315 0.1881  0.130
C21 1.4725 -3.8289 -0.3265  -0.045
H23 0.7417 -4.2056 0.3896  0.097
H24 2.3956 -4.4041 -0.2836  0.106
H25 1.0317 -3.8271 -1.3177  0.073
F1 -0.3412 -2.4405 -2.0108  -0.575

Results
- energy relative to the best compared isomer or geometry (same formula, charge and spin) (kcal per mole) = 10.1
- electronic energy (hartree) = -1498.40324
- <S²> = 0.75
- multiplicity = 2
- LUMO (alpha / beta) (eV) = -0.2 / -0.2